(1)
This record from OMol25 describes C43H34BCl2F4IrN9O3P2 as an isolated structure. The level of theory is ωB97M-V/def2-TZVPD.

XYZ file:
```
99
Properties=species:S:1:pos:R:3:forces:R:3
Ir 0.2448 -0.8524 1.1053 0.344 -0.465 -0.280
N 2.9817 -1.8315 2.8364 -0.016 -0.244 0.008
C 1.8598 -1.5543 3.5810 -0.054 0.125 0.075
N 1.8003 -1.6964 4.8871 0.050 -0.023 -0.015
N 0.5542 -1.3044 5.2140 -0.067 0.050 0.000
N -0.0972 -0.9377 4.1741 -0.075 -0.015 0.007
N 0.7035 -1.0856 3.0981 -0.110 0.052 -0.090
C 3.2134 -1.2417 1.6290 -0.021 0.204 -0.082
N 4.3948 -0.9873 1.0913 0.025 -0.021 0.025
N 4.1146 -0.3103 -0.0379 -0.024 0.016 -0.010
N 2.8452 -0.1500 -0.1756 0.009 -0.023 -0.199
N 2.2384 -0.7579 0.8632 0.073 -0.075 0.101
H 3.7482 -2.2670 3.3182 0.039 0.057 -0.004
C 0.4039 4.1819 -4.4346 -0.040 -0.003 0.005
C -0.2724 3.2984 -3.3895 0.063 -0.018 -0.004
C -1.7871 3.5843 -3.3814 -0.016 -0.036 0.048
C -0.0569 1.8175 -3.6797 -0.039 0.083 -0.044
C 0.2282 1.2895 -4.9292 0.032 -0.025 0.012
C 0.3932 -0.0799 -5.1008 -0.001 -0.001 0.051
C 0.3006 -0.9336 -4.0152 0.037 0.031 -0.057
C 0.0047 -0.4392 -2.7445 0.113 0.011 0.024
P -0.0172 -1.5188 -1.2686 -0.101 0.146 0.126
C -1.5617 -2.4877 -1.4814 -0.054 0.086 -0.113
C -2.0485 -3.2488 -0.4211 0.051 -0.143 -0.091
C -3.1733 -4.0453 -0.5807 0.047 -0.029 0.009
C -3.8389 -4.0808 -1.7960 -0.004 0.022 -0.037
C -3.3630 -3.3252 -2.8582 -0.036 -0.024 0.004
C -2.2312 -2.5392 -2.7045 -0.053 0.096 0.071
C 1.2675 -2.7352 -1.7490 -0.042 -0.087 0.048
C 1.0451 -4.0940 -1.5396 -0.022 0.016 -0.002
C 2.0252 -5.0212 -1.8584 -0.003 0.006 0.007
C 3.2310 -4.6020 -2.3970 0.006 -0.006 -0.016
C 3.4552 -3.2506 -2.6199 0.004 0.003 0.012
C 2.4801 -2.3205 -2.2980 -0.015 0.008 0.081
C -0.1913 0.9251 -2.6215 -0.042 -0.155 -0.073
O -0.5116 1.3934 -1.3780 -0.005 0.025 -0.005
C 0.1154 2.5595 -1.0417 -0.095 0.081 0.116
C 0.5065 2.6892 0.2776 0.043 -0.092 -0.009
C 1.0369 3.9127 0.6810 0.070 0.018 -0.050
C 1.2034 4.9364 -0.2368 -0.001 -0.041 -0.004
C 0.8319 4.7571 -1.5641 0.069 -0.002 0.013
C 0.2730 3.5621 -1.9909 -0.051 0.021 -0.053
P 0.1335 1.3796 1.4934 -0.035 0.039 0.022
C 1.3868 1.7533 2.7645 -0.011 0.039 0.015
C 2.7203 1.8206 2.3559 0.026 -0.047 0.041
C 3.7294 1.9626 3.2939 -0.010 0.015 0.017
C 3.4163 2.0427 4.6447 -0.013 0.002 -0.014
C 2.0923 1.9925 5.0515 0.014 0.017 0.013
C 1.0773 1.8535 4.1157 -0.041 0.040 -0.017
C -1.4835 1.9520 2.1149 -0.025 -0.023 -0.076
C -2.0940 1.2874 3.1804 -0.045 -0.065 -0.076
C -3.3239 1.7167 3.6519 -0.002 -0.038 0.032
C -3.9677 2.7954 3.0634 -0.008 0.002 -0.008
C -3.3788 3.4413 1.9896 0.000 -0.004 -0.018
C -2.1439 3.0227 1.5142 -0.011 0.033 0.075
H -0.0284 4.0101 -5.4204 0.005 -0.015 -0.003
H 1.4766 3.9891 -4.4826 0.003 0.013 -0.007
H 0.2469 5.2360 -4.2067 -0.004 0.001 0.007
H -2.2183 3.3521 -4.3572 0.000 0.009 -0.002
H -1.9706 4.6364 -3.1536 0.005 0.000 -0.003
H -2.2935 2.9765 -2.6299 -0.005 0.002 -0.011
H 0.3338 1.9438 -5.7841 0.006 0.013 0.005
H 0.6226 -0.4783 -6.0804 0.001 0.002 0.000
H 0.4949 -1.9899 -4.1453 -0.041 -0.007 0.004
H -1.5434 -3.2621 0.5294 -0.026 0.014 0.007
H -3.5136 -4.6395 0.2578 -0.002 0.008 0.011
H -4.7235 -4.6938 -1.9164 0.005 -0.008 -0.005
H -3.8734 -3.3434 -3.8132 -0.004 0.004 0.005
H -1.8946 -1.9507 -3.5454 0.021 0.015 0.003
H 0.1184 -4.4366 -1.0994 0.057 -0.021 -0.014
H 1.8471 -6.0696 -1.6587 -0.003 0.005 -0.001
H 4.0008 -5.3259 -2.6339 0.002 0.003 0.002
H 4.3993 -2.9118 -3.0266 0.001 0.005 -0.003
H 2.6717 -1.2708 -2.4612 0.028 0.066 0.024
H 1.3239 4.0586 1.7131 0.007 0.006 -0.003
H 1.6246 5.8809 0.0813 0.001 -0.002 0.004
H 0.9741 5.5701 -2.2634 -0.001 -0.004 -0.009
H 2.9775 1.7359 1.3068 0.005 0.037 0.016
H 4.7605 1.9847 2.9660 -0.003 -0.002 -0.009
H 4.2063 2.1307 5.3797 -0.001 -0.004 0.004
H 1.8404 2.0351 6.1028 0.007 -0.003 0.003
H 0.0519 1.7922 4.4513 0.003 -0.001 -0.008
H -1.6317 0.4093 3.6202 0.020 0.043 0.039
H -3.7875 1.1791 4.4685 -0.010 0.002 0.002
H -4.9360 3.1163 3.4267 -0.002 -0.006 0.001
H -3.8830 4.2671 1.5036 -0.001 0.006 0.009
H -1.7139 3.5433 0.6704 0.030 -0.008 -0.004
F 0.3262 -4.0710 3.1250 0.019 0.006 -0.012
B 0.5993 -4.3557 1.8201 0.116 0.015 0.052
F 1.8577 -4.8717 1.6078 0.008 -0.005 0.006
F -0.3864 -5.1092 1.2036 -0.009 -0.043 -0.012
F 0.6066 -3.0154 1.0547 -0.219 0.081 0.064
Cl -5.3883 -1.0636 2.4428 -0.018 0.011 0.019
C -4.1680 -1.1412 1.1591 0.114 0.093 0.056
Cl -4.2950 0.2773 0.0957 0.000 0.039 0.005
C -2.7424 -1.3813 1.7444 -0.158 -0.287 -0.139
O -2.6358 -2.1516 2.6694 0.056 0.079 0.061
O -1.8356 -0.8174 1.0367 0.049 0.189 0.194
H -4.4127 -2.0030 0.5447 0.013 0.012 0.028
```
Positions in Å, forces in eV/Å.

Summary:
* ΔE to the lowest compared entry with this formula, charge and spin: 0.0 kcal per mole
* molecular weight: 1136.7 g mol⁻¹
* total charge: -1

For reference, the Löwdin charges in units of e are: 1.160, 0.177, -0.461, 0.059, -0.045, -0.044, -0.127, -0.456, 0.055, -0.068, -0.068, -0.181, 0.151, -0.046, -0.418, -0.002, -0.086, -0.011, -0.060, -0.094, -0.243, 1.102, -0.303, -0.114, -0.062, -0.082, -0.083, -0.069, -0.335, -0.073, -0.063, -0.083, -0.076, -0.116, -0.193, 0.009, -0.213, -0.251, -0.065, -0.059, -0.009, -0.085, 1.032, -0.350, -0.119, -0.068, -0.079, -0.073, -0.086, -0.302, -0.105, -0.074, -0.087, -0.091, -0.078, 0.079, 0.103, 0.077, 0.091, 0.091, 0.094, 0.106, 0.104, 0.117, 0.080, 0.123, 0.100, 0.099, 0.089, 0.097, 0.110, 0.098, 0.102, 0.091, 0.114, 0.104, 0.106, 0.088, 0.106, 0.100, 0.106, 0.093, 0.069, 0.109, 0.102, 0.101, 0.099, 0.177, -1.212, 0.153, 0.140, -0.121, 0.594, -0.977, 0.601, -0.775, 0.057, -0.313, 0.039

---

(2)
This record from OMol25 describes C43H34IN3O2PRu as an isolated structure. The level of theory is ωB97M-V/def2-TZVPD.

XYZ file:
```
85
Properties=species:S:1:pos:R:3:forces:R:3
Ru -0.1725 -0.4885 0.0076 -0.556 0.227 -0.519
I 0.0955 -1.0031 2.5677 0.182 -0.216 0.095
C 1.6790 0.2163 3.2076 -0.049 0.082 -0.074
C 1.4238 0.7504 4.4394 0.013 0.064 0.053
C 2.4183 1.4561 5.1408 0.068 -0.011 -0.065
C 3.6585 1.5524 4.5911 -0.085 -0.020 0.017
C 3.9434 1.0004 3.3168 0.059 0.048 0.046
C 5.2758 1.0766 2.8471 0.006 -0.036 -0.070
C 5.6259 0.5285 1.6516 -0.060 0.026 0.067
C 4.6228 -0.0386 0.8510 0.049 -0.006 -0.002
C 3.3002 -0.1019 1.2291 -0.111 0.033 0.034
P 2.2447 -0.6445 -0.1882 0.218 -0.036 0.049
C 2.6931 0.5334 -1.5016 -0.019 -0.002 -0.014
C 2.3590 0.2148 -2.8186 -0.038 0.021 0.000
C 2.6115 1.1109 -3.8452 -0.008 -0.017 -0.002
C 3.1746 2.3476 -3.5638 0.000 0.012 0.008
C 3.4757 2.6879 -2.2532 -0.005 -0.002 -0.005
C 3.2371 1.7875 -1.2256 0.021 -0.039 -0.022
C 3.0841 -2.2120 -0.5897 0.039 0.005 0.136
C 3.7522 -2.4832 -1.7774 0.026 0.008 -0.023
C 4.4054 -3.6993 -1.9489 0.003 0.012 0.003
C 4.3985 -4.6465 -0.9392 0.007 0.017 0.007
C 3.7359 -4.3795 0.2532 0.014 0.017 0.000
C 3.0849 -3.1718 0.4254 0.007 -0.017 0.022
C 2.9326 0.3567 2.5397 -0.062 -0.056 -0.069
H 0.4531 0.6178 4.8984 0.005 -0.003 -0.007
H 2.1963 1.8768 6.1114 0.001 0.002 -0.005
H 4.4624 2.0456 5.1225 -0.003 -0.002 0.001
H 6.0124 1.5618 3.4751 -0.001 0.001 -0.007
H 6.6474 0.5550 1.2981 -0.003 -0.006 0.005
H 4.9097 -0.4069 -0.1265 -0.010 -0.003 0.000
H 1.8715 -0.7255 -3.0464 0.001 -0.009 0.004
H 2.3552 0.8467 -4.8627 0.000 0.002 0.003
H 3.3666 3.0502 -4.3642 0.001 -0.003 0.002
H 3.8909 3.6612 -2.0249 -0.001 -0.005 0.001
H 3.4682 2.0722 -0.2081 0.000 0.001 0.004
H 3.8021 -1.7479 -2.5677 -0.008 0.002 0.006
H 4.9317 -3.8942 -2.8742 0.000 0.002 0.003
H 4.9139 -5.5885 -1.0744 -0.002 0.004 0.001
H 3.7299 -5.1119 1.0501 0.000 0.007 -0.008
H 2.5850 -2.9657 1.3668 0.011 0.002 -0.016
O -0.4682 0.2459 -1.8832 -0.042 0.063 0.019
N -0.3162 1.5194 -1.9764 0.071 -0.067 0.009
N 0.1021 2.0968 -0.9439 -0.094 0.074 0.000
O 0.3709 1.4650 0.2064 0.236 -0.066 0.120
C 0.3457 3.5177 -0.9663 0.002 -0.017 0.006
C 0.2193 4.2223 -2.1553 -0.001 0.004 -0.001
C 0.4844 5.5805 -2.1473 -0.003 -0.009 -0.003
C 0.8727 6.2171 -0.9746 -0.002 0.003 0.005
C 0.9913 5.4919 0.2002 -0.001 0.008 0.003
C 0.7262 4.1293 0.2148 0.012 0.006 0.004
H -0.0723 3.7164 -3.0634 -0.001 0.000 0.001
H 0.3884 6.1447 -3.0651 0.000 -0.003 0.002
H 1.0784 7.2791 -0.9789 0.000 -0.004 -0.001
H 1.2881 5.9850 1.1161 -0.002 -0.003 -0.004
H 0.8132 3.5494 1.1210 0.001 0.002 -0.001
C -2.1033 0.3354 0.3806 -0.056 -0.024 0.077
C -3.0717 -0.7500 0.0841 0.100 -0.121 0.020
C -3.4165 -1.6862 1.0679 0.009 0.038 0.006
C -4.0877 -2.8506 0.7440 -0.042 0.012 0.007
C -4.4526 -3.0907 -0.5796 0.018 -0.016 0.003
C -4.1951 -2.1275 -1.5553 -0.045 0.027 -0.020
C -3.5225 -0.9679 -1.2215 0.014 -0.017 -0.011
C -5.0956 -4.3263 -0.9325 -0.069 -0.024 0.022
N -5.6012 -5.3224 -1.2032 0.041 0.043 -0.006
H -2.1614 0.6638 1.4172 0.008 0.079 -0.023
H -2.2297 1.1813 -0.2926 -0.007 0.038 0.056
H -3.1452 -1.4975 2.1015 0.036 -0.010 -0.009
H -4.3348 -3.5768 1.5072 0.007 0.001 -0.008
H -4.5208 -2.2997 -2.5727 0.009 -0.003 0.007
H -3.3003 -0.2367 -1.9886 0.028 -0.007 -0.003
C -0.1948 -2.2323 -0.9380 0.151 -0.366 0.195
C 0.2297 -3.6063 -0.7020 0.009 0.075 -0.005
C 0.0385 -4.2299 0.5349 -0.031 0.016 0.011
C 0.3880 -5.5544 0.7128 0.014 -0.042 -0.006
C 0.9558 -6.2659 -0.3376 -0.020 0.001 -0.003
C 1.1569 -5.6564 -1.5704 -0.024 -0.029 0.006
C 0.7789 -4.3406 -1.7576 0.010 0.004 -0.001
H -1.0864 -2.0192 -0.1861 0.042 0.083 -0.180
H -0.4272 -2.0557 -1.9891 -0.076 0.174 0.061
H -0.4164 -3.6806 1.3511 -0.013 -0.019 -0.032
H 0.2128 -6.0374 1.6647 0.001 -0.008 -0.002
H 1.2280 -7.3042 -0.1995 0.002 0.001 0.001
H 1.5893 -6.2153 -2.3893 0.004 -0.008 0.006
H 0.9089 -3.8698 -2.7253 -0.009 0.002 0.009
```
Positions in Å, forces in eV/Å.

Summary:
* ΔE to the lowest compared entry with this formula, charge and spin: 0.0 kcal per mole
* molecular weight: 883.7 g mol⁻¹
* total charge: +1

For reference, the Löwdin charges in units of e are: 0.754, 1.300, -0.552, -0.164, -0.055, -0.016, -0.149, -0.008, -0.036, -0.090, -0.274, 1.059, -0.351, -0.127, -0.059, -0.063, -0.063, -0.084, -0.360, -0.078, -0.062, -0.069, -0.067, -0.104, -0.175, 0.087, 0.117, 0.122, 0.123, 0.118, 0.116, 0.106, 0.114, 0.112, 0.115, 0.111, 0.095, 0.112, 0.113, 0.116, 0.099, -0.242, 0.051, -0.171, -0.288, -0.175, -0.018, -0.062, -0.069, -0.060, -0.009, 0.114, 0.112, 0.110, 0.111, 0.113, -0.224, -0.321, -0.068, -0.021, -0.230, -0.013, -0.042, -0.182, 0.165, 0.040, 0.062, 0.099, 0.124, 0.125, 0.117, -0.168, -0.294, -0.061, -0.059, -0.057, -0.059, -0.028, 0.071, 0.093, 0.062, 0.114, 0.115, 0.116, 0.124